Molecular formula: C4H2O5Pr
Method: DFT, ωB97M-V/def2-TZVPD

Structure (ORCA input):
```
! wB97M-V def2-TZVPD RIJCOSX def2/J DEFGRID3
* xyz 2 4
C -0.810 -0.049 3.949
O -0.353 -0.132 5.000
O -1.277 0.019 2.883
O -1.694 -0.583 -0.684
C -0.668 -0.686 -1.317
O 0.299 0.211 -1.168
Pr -3.264 0.701 1.042
H -0.495 -1.463 -2.076
O 1.426 -0.287 -3.147
C 1.397 0.259 -2.082
C 2.526 0.493 -1.244
H 2.916 1.517 -1.157
*
```

Properties
Gap between HOMO and LUMO (spin up / spin down)   0.266 / 0.268 Eh
Energy   -1046.0832 hartree
Energy relative to the best compared isomer or geometry (same formula, charge and spin)   19.8 kcal/mol
LUMO (spin up / spin down)   -9.033 / -8.984 eV